1.
ORCA calculation (ωB97M-V/def2-TZVPD) on 2 unconnected molecules or ions with the total composition C4H12NO at a distorted geometry.

The total charge is +1. For the gap between HOMO and LUMO, the calculation gives 9.95 eV. The energy relative to the best compared isomer or geometry (same formula, charge and spin) comes out at 250.9 kJ/mol. As for the HOMO energy: -15.24 eV. The value obtained for the max |F| is 4.8 eV/Å. The energy is -289.27930 Ha.

```
18
C4H12NO, DFT ωB97M-V/def2-TZVPD
C 0.5211 -1.7295 -1.8861
C 0.7876 -1.4169 -0.4234
C -0.4021 -0.4303 -0.0254
C -0.8964 0.7100 2.1502
N -0.1464 0.0436 1.3727
H -0.4421 -2.3172 -2.0628
H 1.3048 -2.5852 -2.1097
H 0.5190 -0.9869 -2.6352
H 1.8302 -1.0514 -0.2022
H 0.6239 -2.2591 0.0953
H -1.4015 -0.8508 -0.1841
H -0.3816 0.5409 -0.6181
H -1.6487 1.3695 1.8413
H -0.6424 0.7183 3.1616
H 0.8362 0.0919 1.6655
H -0.1046 3.7042 0.7056
H -0.1847 3.4526 -0.8557
O -0.1724 2.9962 0.0105
```



2.
ORCA calculation (ωB97M-V/def2-TZVPD) on 3 unconnected molecules or ions with the total composition H5O3 at a distorted geometry.

The total charge is -1. For the gap between HOMO and LUMO, the calculation gives 8.99 eV. The energy relative to the best compared isomer or geometry (same formula, charge and spin) comes out at 25.0 kJ/mol. As for the HOMO energy: -4.17 eV. The value obtained for the max |F| is 1.3 eV/Å. The energy is -228.74141 Ha.

```
8
H5O3, DFT ωB97M-V/def2-TZVPD
O 0.7024 -1.5269 -1.4868
H 0.9917 -2.3910 -1.1899
O -1.2845 1.4258 1.4728
H -0.5724 0.8188 1.1052
H -2.1166 1.1570 1.0777
O 0.7383 0.3159 0.2447
H 0.8556 -0.7273 -0.7173
H 0.6855 0.9277 -0.5064
```



3.
ORCA calculation (ωB97M-V/def2-TZVPD) on a single CH4BrClOSi molecule at a distorted geometry.

The total charge is 0. Its SMILES is [SiH3]O[C@H](Cl)Br. For the gap between HOMO and LUMO, the calculation gives 11.20 eV. The energy relative to the best compared isomer or geometry (same formula, charge and spin) comes out at 107.7 kJ/mol. As for the HOMO energy: -10.78 eV. The value obtained for the max |F| is 5.5 eV/Å. The energy is -3439.40355 Ha.

```
9
CH4BrClOSi, DFT ωB97M-V/def2-TZVPD
Si -1.3898 0.3168 -0.1546
O -0.0575 -0.5684 -0.5612
C 1.3884 -0.3183 0.1963
Cl 2.1754 1.0928 -0.6805
Br 2.3535 -1.9345 0.0882
H -1.9496 1.2466 -1.1358
H -1.1070 0.8369 1.1522
H -2.4338 -0.7105 -0.0052
H 1.0204 0.0388 1.1005
```



4.
ORCA calculation (ωB97M-V/def2-TZVPD) on a molecular structure, C8H26LiN2O8 at a distorted geometry.

The total charge is +1. For the gap between HOMO and LUMO, the calculation gives 6.78 eV. As for the HOMO energy: -10.18 eV. The value obtained for the max |F| is 2.4 eV/Å. The energy is -1039.13829 Ha.

```
45
C8H26LiN2O8, DFT ωB97M-V/def2-TZVPD
Li 18.2536 23.7126 -2.5610
N 18.7632 26.5715 -4.4007
H 18.2754 27.2153 -5.0266
H 19.5259 26.1885 -4.9601
H 18.0810 25.8423 -4.0761
H 19.1122 27.1032 -3.6035
N 17.1791 24.0095 -6.2067
H 17.1420 24.1738 -5.1678
H 16.3596 24.5832 -6.4309
H 17.0175 23.0361 -6.4451
H 17.9969 24.4761 -6.5850
C 20.4395 23.0716 -5.1588
O 19.5781 23.5175 -4.1577
H 20.1918 23.5850 -6.1131
H 21.4722 23.3916 -4.9658
H 20.3625 21.9939 -5.3379
C 15.6787 25.4767 -3.1776
O 16.8481 24.7742 -3.4454
H 15.4975 26.2267 -3.9660
H 14.8061 24.8227 -3.0562
H 15.6327 26.0786 -2.2559
C 21.4486 24.8293 -1.4306
O 20.0842 25.1483 -1.2646
C 19.7528 26.3829 -0.8807
O 20.5485 27.1950 -0.5066
O 18.4645 26.6232 -1.1071
C 17.7904 27.6253 -0.3689
H 21.5163 24.2714 -2.3709
H 21.8554 24.1469 -0.6881
H 22.1239 25.6552 -1.6506
H 16.8052 27.7618 -0.8076
H 18.3810 28.5359 -0.2847
H 17.5709 27.2714 0.6421
C 18.6167 22.1876 2.4855
O 18.8168 22.3451 1.0634
C 17.8004 22.3059 0.2113
O 17.8364 22.8102 -0.8696
O 16.8228 21.5019 0.6816
C 15.8117 21.1579 -0.2521
H 17.6186 21.8756 2.7855
H 18.8361 23.1272 2.9835
H 19.2681 21.3392 2.6876
H 16.1376 20.8405 -1.2437
H 15.1755 22.0302 -0.4173
H 15.1705 20.3584 0.1103
```



5.
ORCA calculation (ωB97M-V/def2-TZVPD) on a molecular structure, C12H22BeCl6CsFN3NaO4 at a distorted geometry.

The total charge is 0. For the gap between HOMO and LUMO, the calculation gives 1.59 eV. As for the HOMO energy: -6.53 eV. The value obtained for the max |F| is 14.7 eV/Å. The energy is -3993.13268 Ha.

```
51
C12H22BeCl6CsFN3NaO4, DFT ωB97M-V/def2-TZVPD
C -1.0480 -1.1175 -2.9684
C 0.3326 -0.9305 -3.5093
C 0.5121 -1.2903 -4.9679
N 1.3263 -0.5300 -2.7893
C 1.8353 0.7680 -3.1692
C 3.1367 1.0679 -2.5487
N 4.2111 1.0794 -2.1456
C 0.8047 1.8898 -2.7979
C 0.1261 2.3665 -4.0049
N -0.2423 2.5904 -5.0695
H -1.0799 -0.7291 -1.9575
H -1.3028 -2.1818 -2.9130
H -1.7681 -0.6352 -3.6267
H -0.3279 -0.9256 -5.5579
H 1.4473 -0.8689 -5.3315
H 0.5997 -2.3755 -5.0335
H 1.9453 0.8321 -4.2599
H 0.0553 1.5050 -2.1082
H 1.3131 2.7231 -2.3139
O -0.9394 -1.9312 0.0664
H -0.0506 -2.2593 -0.2136
Cs 1.1960 -2.1962 0.6467
Be -2.4262 -1.1434 0.8876
C -1.6124 0.3211 5.5316
Cl -3.2402 0.8749 5.8556
Cl -0.4558 1.6160 5.7842
Cl -1.2169 -1.0340 6.5929
Cl -1.5252 -0.2043 3.8321
O 4.0574 -3.3324 -3.6582
H 4.4960 -2.5595 -3.2772
O -1.5754 4.5232 7.9501
H -0.7145 4.9066 8.1391
H -1.3730 3.6747 7.5400
Cl -6.3523 -0.6528 -3.4993
C -6.0202 1.0792 -3.7631
C -4.5949 1.3241 -4.1838
Cl -3.4403 0.9896 -2.8640
H -6.2617 1.6109 -2.8465
H -6.6950 1.4173 -4.5474
H -4.4650 2.3689 -4.4597
H -4.3171 0.7079 -5.0350
F -2.5359 2.4068 3.8326
C 4.5109 -1.9965 5.0941
C 3.7052 -0.8365 5.7295
O 2.4066 -1.0699 5.5667
H 4.3055 -2.0897 4.0249
H 5.6016 -1.8338 5.2096
H 4.2545 -2.9249 5.5829
H 4.1169 0.0909 5.2641
H 4.0760 -0.7517 6.7826
Na 5.2090 -4.3338 5.5073
```



6.
ORCA calculation (ωB97M-V/def2-TZVPD) on a molecular structure, C33H57ClN2O2SiSr at a distorted geometry.

The total charge is 0. For the gap between HOMO and LUMO, the calculation gives 8.04 eV. The energy relative to the best compared isomer or geometry (same formula, charge and spin) comes out at 73.3 kJ/mol. As for the HOMO energy: -7.48 eV. The value obtained for the max |F| is 2.1 eV/Å. The energy is -2332.12716 Ha.

```
97
C33H57ClN2O2SiSr, DFT ωB97M-V/def2-TZVPD
O 1.9714 -2.2372 -1.6918
O 0.8682 -0.4313 -3.3842
C 3.0775 -2.1428 -0.7960
C 3.0609 -3.0320 0.4323
H 3.1811 -1.0922 -0.4836
H 3.9631 -2.3567 -1.4143
H 2.4419 -2.6044 1.2262
H 4.0836 -3.1018 0.8211
H 2.7201 -4.0473 0.2135
C 0.7044 -2.7205 -1.2210
C 0.2967 -3.9604 -1.9814
H -0.0165 -1.9072 -1.4057
H 0.7162 -2.9161 -0.1319
H 0.0502 -3.7232 -3.0212
H -0.5958 -4.3856 -1.5085
H 1.0973 -4.7122 -1.9740
C -0.2895 0.0942 -4.0605
C 1.9404 -0.8665 -4.2405
C -1.5010 -0.7334 -3.7017
H -0.1352 0.0925 -5.1542
H -0.4267 1.1404 -3.7392
H -1.3697 -1.7685 -4.0490
H -2.3911 -0.3263 -4.1936
H -1.6722 -0.7320 -2.6176
C 1.5153 -1.9515 -5.1936
H 2.7114 -1.2359 -3.5566
H 2.3418 0.0106 -4.7777
H 1.0656 -2.7852 -4.6444
H 2.4034 -2.3151 -5.7176
H 0.8171 -1.5602 -5.9374
H 1.2728 0.0158 -1.7196
N -0.9048 -0.4035 3.3533
C -1.7402 0.0964 4.2622
C -2.5350 1.2391 4.0738
C -2.7077 1.9741 2.8894
C -1.9143 -0.5997 5.5955
H -0.9776 -1.0342 5.9653
H -2.6716 -1.3948 5.5261
H -2.2657 0.1357 6.3294
C -3.7697 3.0458 2.8881
H -4.4884 2.9199 2.0647
H -3.3341 4.0549 2.8248
H -4.3194 2.9741 3.8333
N -1.9611 1.7606 1.8156
C -0.5130 -1.7660 3.3495
C 0.8180 -2.1042 3.6912
C 1.8011 -1.0418 4.1008
C 1.1939 -3.4482 3.6703
H 2.2160 -3.7169 3.9427
C 0.2797 -4.4455 3.3201
H 0.5843 -5.4950 3.3105
C -1.0314 -4.1070 2.9884
H -1.7587 -4.8772 2.7244
C -1.4401 -2.7767 2.9873
C -2.8550 -2.4365 2.6367
C -2.1323 2.3479 0.5403
C -1.4336 3.5383 0.2065
C -0.6613 4.3016 1.2482
C -1.4297 3.9715 -1.1151
H -0.8677 4.8769 -1.3593
C -2.1212 3.2632 -2.0977
H -2.1120 3.6194 -3.1281
C -2.8443 2.1156 -1.7589
H -3.4107 1.5785 -2.5260
C -2.8528 1.6366 -0.4541
C -3.5633 0.3577 -0.1225
Sr 0.4338 1.1076 1.6953
H 2.4416 -0.7019 3.2674
H 2.4829 -1.4224 4.8751
H 1.3051 -0.1527 4.5172
H -2.9318 -1.5818 1.9530
H -3.4602 -2.2198 3.5308
H -3.3135 -3.3019 2.1411
H -0.4652 5.3135 0.8609
H 0.3403 3.8706 1.4688
H -1.2133 4.4093 2.1946
H -4.0231 0.3714 0.8745
H -2.8843 -0.5126 -0.1651
H -4.3607 0.1799 -0.8592
H -3.1513 1.5435 4.9177
C 1.3693 0.9282 -1.0160
Si 2.3729 2.2914 -1.9093
H 0.3406 1.2707 -0.7959
H 1.9359 0.5812 -0.1292
C 4.0278 1.5025 -2.3225
C 2.6351 3.8697 -0.9196
C 1.5883 2.8965 -3.5112
H 2.1595 3.7607 -3.8791
H 0.5524 3.2242 -3.3704
H 1.6005 2.1340 -4.2991
H 4.5839 1.2886 -1.3998
H 4.6272 2.1869 -2.9364
H 3.9051 0.5638 -2.8776
H 2.8952 3.6429 0.1251
H 1.7427 4.5131 -0.9223
H 3.4654 4.4457 -1.3589
Cl 2.8187 2.1284 2.2966
```